(1)
DFT (ωB97M-V/def2-TZVPD) results for a molecular structure, C19H47ClIrO3P2S in a non-equilibrium geometry.

## Properties
- ⟨S²⟩: 8.76
- F_max: 0.09865 hartree/bohr
- DFT total energy: -2622.9568 hartree
- 2S+1: 6
- Kohn-Sham gap (alpha / beta): 2.537 / 6.788 eV
- Total charge: 0

Geometry as XYZ:
```
74
Properties=species:S:1:pos:R:3:mulliken_charge:R:1
Ir 0.39 -1.23 0.59 0.505
Cl -0.10 -0.08 -1.44 -0.477
P -0.23 -2.86 -0.63 -0.316
C 0.81 -3.41 -2.02 0.891
C -0.06 -3.97 0.88 0.110
C -1.95 -2.64 -1.26 0.833
C 2.20 -2.76 -2.04 -1.391
H 0.26 -3.07 -2.92 0.431
C 0.90 -4.93 -2.02 -1.475
H 1.36 -5.30 -1.10 0.281
H 1.51 -5.27 -2.87 0.460
H -0.09 -5.40 -2.10 0.286
H 2.13 -1.67 -1.98 0.331
H 2.72 -3.03 -2.96 0.486
H 2.81 -3.11 -1.19 0.228
H -1.80 -2.07 -2.20 0.559
C -2.82 -1.77 -0.33 -1.416
C -2.61 -3.97 -1.59 -1.338
H -2.08 -4.48 -2.41 0.342
H -3.65 -3.79 -1.91 0.421
H -2.62 -4.64 -0.73 0.229
H -2.29 -0.89 0.04 0.214
H -3.18 -2.35 0.54 0.184
H -3.69 -1.41 -0.89 0.499
C 1.27 -3.54 1.52 -1.257
H -0.03 -5.01 0.52 0.788
C -1.24 -3.72 1.81 -1.290
H 2.13 -3.94 0.98 0.182
H 1.30 -3.77 2.58 0.499
H 1.44 -2.42 1.54 0.038
H -1.47 -2.65 1.91 0.170
H -0.98 -4.05 2.83 0.452
H -2.15 -4.24 1.49 0.250
H 2.00 -1.09 0.37 -0.010
H -0.01 1.95 -0.01 -0.723
P 0.34 3.22 -0.51 0.551
C -0.95 3.54 -1.74 0.630
C 0.27 4.00 1.13 0.485
C 1.95 2.87 -1.29 1.038
C -2.27 2.79 -1.50 -1.228
H -0.51 3.13 -2.67 0.310
C -1.14 5.04 -1.88 -1.472
H -1.61 5.47 -0.99 0.120
H -1.80 5.23 -2.73 0.504
H -0.19 5.56 -2.08 0.368
H -2.15 1.70 -1.57 0.101
H -2.98 3.08 -2.28 0.463
H -2.72 3.03 -0.53 0.270
H 1.71 2.24 -2.17 0.182
C 2.93 2.05 -0.43 -1.400
C 2.52 4.21 -1.78 -1.462
H 1.90 4.63 -2.59 0.318
H 3.53 4.07 -2.19 0.496
H 2.59 4.94 -0.95 0.197
H 2.46 1.17 0.02 0.131
H 3.39 2.67 0.35 0.270
H 3.77 1.69 -1.05 0.498
C -1.16 3.89 1.71 -1.384
H 0.51 5.05 0.93 0.573
C 1.35 3.40 2.05 -1.236
H -1.83 4.64 1.27 0.303
H -1.12 4.07 2.80 0.436
H -1.59 2.89 1.57 0.087
H 1.33 2.30 2.04 -0.015
H 1.16 3.70 3.09 0.508
H 2.35 3.76 1.78 0.262
C 0.01 -1.08 4.26 -0.850
S -0.63 0.16 3.14 1.244
O -1.92 -0.23 2.60 -0.626
O -0.48 1.44 3.81 -0.609
O 0.42 0.18 1.94 -0.907
H 0.52 -0.53 5.06 0.408
H 0.70 -1.73 3.71 0.119
H -0.82 -1.66 4.68 0.341
```

***

(2)
DFT (ωB97M-V/def2-TZVPD) results for a molecular structure, C19H47ClN4O7Si2V in a non-equilibrium geometry.

## Properties
- ⟨S²⟩: 0.85
- F_max: 0.07753 hartree/bohr
- DFT total energy: -3480.7837 hartree
- 2S+1: 2
- ΔE to the lowest compared entry with this formula, charge and spin: 0.865 eV
- Kohn-Sham gap (alpha / beta): 6.133 / 5.533 eV
- Total charge: 0

Geometry as XYZ:
```
81
Properties=species:S:1:pos:R:3:mulliken_charge:R:1
V -0.34 0.59 -0.41 0.331
C 2.49 0.34 -3.95 -1.044
N 3.00 0.78 -2.66 0.435
C 4.42 0.98 -2.60 -1.035
C 2.16 0.76 -1.59 0.601
O 1.00 0.35 -1.69 -0.745
C 2.67 1.30 -0.26 -1.701
O 1.54 1.44 0.58 0.133
C 1.35 2.72 1.13 -1.588
C 0.94 3.71 0.04 0.600
O 0.94 3.34 -1.12 -0.651
N 0.67 4.97 0.43 0.164
C 0.08 5.87 -0.54 -1.020
C 0.52 5.34 1.82 -0.976
H 2.85 1.02 -4.72 0.400
H 1.41 0.37 -3.92 0.245
H 2.83 -0.67 -4.17 0.299
H 4.71 1.86 -3.18 0.319
H 4.94 0.11 -3.04 0.358
H 4.76 1.10 -1.58 0.364
H 3.18 2.25 -0.41 0.777
H 3.35 0.57 0.21 0.543
H 2.27 3.05 1.64 0.598
H 0.55 2.61 1.87 0.566
H 0.26 5.47 -1.53 0.298
H 0.53 6.86 -0.44 0.370
H -1.00 5.92 -0.37 0.329
H -0.38 4.89 2.24 0.310
H 0.42 6.42 1.88 0.357
H 1.39 5.05 2.40 0.314
O -2.17 3.82 0.45 -0.753
Cl -2.31 2.50 -0.03 2.098
O -1.64 1.63 0.89 -0.724
O -3.67 2.11 -0.09 -0.746
O -1.74 2.38 -1.32 -0.679
C 2.88 -2.33 -0.62 -1.142
Si 0.97 -2.50 -0.46 0.710
C 0.67 -4.28 0.21 -1.390
C 0.26 -2.58 -2.24 -1.226
C 0.11 -1.21 0.63 2.632
Si 0.71 -1.01 2.41 0.645
C 2.53 -0.52 2.81 -1.132
C 0.48 -2.68 3.35 -1.346
C -0.36 0.22 3.43 -1.019
H 3.34 -3.29 -0.87 0.539
H 3.33 -2.01 0.31 0.165
H 3.16 -1.62 -1.39 0.266
H 0.87 -5.03 -0.56 0.396
H -0.36 -4.40 0.52 0.249
H 1.30 -4.50 1.06 0.360
H 1.03 -2.82 -2.97 0.477
H -0.18 -1.62 -2.51 0.150
H -0.51 -3.34 -2.31 0.391
H -0.90 -1.62 0.74 -1.828
H 3.25 -1.14 2.29 0.359
H 2.72 -0.64 3.87 0.484
H 2.75 0.52 2.56 0.075
H 1.27 -3.38 3.12 0.315
H -0.46 -3.14 3.09 0.299
H 0.48 -2.52 4.43 0.364
H -0.77 1.00 2.80 -0.055
H 0.21 0.69 4.23 0.381
H -1.20 -0.29 3.90 0.401
C -3.76 -2.16 1.10 -1.577
C -3.88 -2.23 -0.43 1.468
C -5.10 -1.41 -0.88 -1.727
C -4.05 -3.69 -0.85 -1.797
N -2.61 -1.76 -1.00 -0.371
N -2.34 -0.37 -0.88 -0.256
H -4.60 -2.68 1.56 0.548
H -3.77 -1.13 1.45 0.363
H -2.83 -2.63 1.42 0.181
H -6.01 -1.83 -0.44 0.473
H -5.21 -1.42 -1.96 0.381
H -5.02 -0.37 -0.55 0.293
H -4.92 -4.12 -0.36 0.436
H -3.18 -4.27 -0.58 0.329
H -4.20 -3.77 -1.93 0.427
H -2.55 -2.02 -1.99 0.438
H -2.59 -0.11 0.07 0.394
H -2.93 0.20 -1.51 0.328
```

***

(3)
DFT (ωB97M-V/def2-TZVPD) results for a molecular structure, C19H48CrNO6S5 in a non-equilibrium geometry.

## Properties
- ⟨S²⟩: 6.01
- F_max: 0.06453 hartree/bohr
- DFT total energy: -4293.8817 hartree
- 2S+1: 5
- Kohn-Sham gap (alpha / beta): 5.948 / 6.080 eV
- Total charge: +1

Geometry as XYZ:
```
80
Properties=species:S:1:pos:R:3:mulliken_charge:R:1
Cr 23.42 -13.24 16.19 0.379
C 19.85 -14.45 14.29 -1.339
C 20.75 -15.43 13.47 1.572
C 20.35 -15.45 11.99 -1.211
C 21.32 -16.03 11.00 -1.044
C 22.73 -15.37 11.12 -1.153
C 23.34 -15.41 12.53 1.658
N 22.22 -14.98 13.51 -0.151
O 22.73 -14.86 14.90 0.481
C 24.47 -14.44 12.62 -0.686
C 23.89 -16.88 12.80 -1.711
C 20.50 -16.86 14.02 -1.460
H 18.82 -14.64 13.99 0.438
H 20.22 -13.43 14.16 -0.081
H 19.90 -14.48 15.38 0.089
H 20.05 -14.51 11.54 0.336
H 19.33 -15.82 12.13 0.562
H 20.84 -16.02 10.02 0.418
H 21.54 -17.09 11.17 0.347
H 22.46 -14.36 10.81 0.258
H 23.41 -15.78 10.37 0.540
H 24.86 -14.04 11.69 0.336
H 25.34 -14.90 13.08 0.390
H 24.27 -13.60 13.29 -0.792
H 23.16 -17.59 12.42 0.355
H 23.94 -17.00 13.88 0.173
H 24.83 -17.10 12.29 0.458
H 20.55 -16.85 15.11 0.137
H 21.07 -17.67 13.56 0.258
H 19.44 -17.11 13.96 0.462
C 25.26 -16.50 17.44 -0.429
S 23.90 -15.81 18.49 0.215
O 23.62 -14.40 17.92 -0.586
C 22.51 -16.91 17.95 -0.543
H 25.49 -17.56 17.57 0.552
H 26.11 -15.95 17.85 0.233
H 24.99 -16.16 16.44 -0.192
H 22.29 -16.72 16.90 -0.237
H 21.59 -17.05 18.51 0.390
H 22.93 -17.92 17.93 0.437
C 23.73 -10.81 12.23 -1.122
S 22.44 -11.59 13.34 0.578
O 23.35 -12.13 14.47 -0.280
C 21.87 -10.01 14.01 -0.996
H 24.46 -11.51 11.82 0.242
H 24.32 -10.09 12.80 0.303
H 23.33 -10.24 11.40 0.448
H 21.18 -9.70 13.22 0.471
H 22.63 -9.27 14.26 0.338
H 21.38 -10.14 14.97 0.121
C 27.98 -13.87 15.79 -0.928
S 26.57 -13.25 14.75 0.482
O 25.35 -13.68 15.50 -0.181
C 26.74 -11.49 15.16 -0.424
H 27.63 -13.88 16.82 0.111
H 28.86 -13.23 15.83 0.418
H 28.22 -14.84 15.38 0.347
H 26.07 -10.83 14.61 -0.048
H 27.70 -11.02 14.95 0.586
H 26.47 -11.50 16.22 -0.156
C 20.26 -13.88 18.27 -0.572
S 20.71 -12.18 17.78 0.381
O 21.81 -12.24 16.73 -0.117
C 19.17 -11.76 16.99 -1.015
H 21.05 -14.61 18.40 -0.308
H 19.54 -14.32 17.57 0.287
H 19.84 -13.74 19.26 0.539
H 19.08 -12.19 15.99 0.239
H 19.01 -10.68 16.98 0.383
H 18.39 -12.33 17.48 0.482
C 25.21 -9.71 18.88 -1.140
S 24.58 -11.35 18.60 0.488
O 24.30 -11.67 17.13 0.143
C 26.02 -12.38 19.11 -0.609
H 24.85 -9.03 18.10 0.338
H 26.29 -9.64 18.77 0.372
H 24.99 -9.44 19.91 0.408
H 26.02 -12.80 20.12 0.468
H 26.92 -11.78 19.26 0.374
H 26.24 -13.09 18.31 -0.311
```